{
  "formula": "C11H31BrN2O5PS",
  "method": "ωB97M-V/def2-TZVPD",
  "species": ["C", "C", "Br", "C", "S", "P", "O", "O", "O", "H", "H", "H", "H", "H", "H", "H", "H", "H", "C", "C", "C", "O", "C", "N", "H", "H", "H", "H", "H", "H", "H", "H", "H", "H", "H", "C", "C", "C", "O", "C", "N", "H", "H", "H", "H", "H", "H", "H", "H", "H", "H", "H"],
  "coordinates": [[2.417, -0.459, 3.044], [1.302, -0.817, 1.884], [2.159, -0.784, 0.033], [-0.048, 0.167, 1.956], [-1.517, -0.965, 2.216], [-3.398, 0.039, 2.001], [-3.601, 0.806, 0.634], [-3.516, 1.173, 3.363], [-4.761, -1.077, 2.232], [3.142, -1.405, 3.115], [1.934, -0.299, 4.123], [3.010, 0.515, 2.694], [1.019, -1.964, 2.054], [0.099, 0.857, 2.901], [-0.115, 0.856, 1.000], [-1.459, -1.358, 3.583], [-4.509, 1.253, 3.592], [-5.265, -0.767, 3.066], [4.213, -5.246, -0.001], [4.306, -3.793, -0.457], [4.598, -3.637, -1.968], [5.960, -3.883, -2.333], [6.286, -5.256, -2.490], [5.314, -3.099, 0.361], [5.192, -5.727, 0.081], [3.748, -5.304, 0.990], [3.599, -5.835, -0.690], [3.331, -3.332, -0.262], [4.405, -2.593, -2.243], [3.918, -4.247, -2.575], [5.453, -5.835, -2.899], [6.612, -5.674, -1.536], [7.130, -5.326, -3.185], [5.305, -2.108, 0.117], [6.234, -3.417, 0.042], [-5.107, 3.212, -1.381], [-4.878, 4.356, -2.366], [-3.469, 4.985, -2.263], [-3.294, 5.858, -1.143], [-3.001, 5.195, 0.078], [-5.933, 5.365, -2.181], [-5.276, 3.562, -0.359], [-5.994, 2.636, -1.669], [-4.254, 2.526, -1.372], [-4.977, 3.937, -3.374], [-3.314, 5.612, -3.150], [-2.683, 4.220, -2.285], [-2.389, 4.301, -0.074], [-3.927, 4.942, 0.597], [-2.446, 5.889, 0.717], [-5.831, 6.079, -2.902], [-5.723, 5.867, -1.313]],
  "forces_ev_per_a": [[0.246, -0.045, -0.443], [-0.164, -1.213, 1.239], [-0.984, 0.242, 1.687], [2.545, 1.466, 0.590], [0.801, -0.787, 0.455], [-6.513, 5.100, -2.116], [1.972, -3.582, 5.159], [-1.229, -3.066, -2.156], [2.879, 2.786, 1.515], [-1.494, 2.308, -0.264], [0.864, -0.290, -2.482], [-1.255, -2.240, 0.989], [0.374, 2.553, -0.544], [-0.653, -1.405, -1.898], [-0.495, -1.746, 1.818], [-0.087, 0.834, -1.362], [2.110, 0.071, -0.529], [1.090, -0.892, -1.671], [-0.190, -0.180, 0.153], [0.468, -0.301, -0.157], [0.259, 0.233, 0.061], [-0.779, -0.019, 0.051], [0.404, 0.113, -0.031], [-0.009, 0.180, -0.281], [-0.103, 0.132, -0.065], [0.119, 0.050, -0.136], [0.084, 0.042, 0.051], [0.134, 0.009, -0.128], [0.151, -0.057, 0.017], [0.057, -0.144, 0.062], [-0.022, 0.037, 0.088], [-0.099, -0.215, -0.041], [-0.173, 0.116, 0.077], [-0.015, -0.116, 0.100], [-0.288, 0.035, 0.192], [-0.096, -0.325, -0.046], [0.041, 0.233, 0.451], [-0.203, 0.290, -0.192], [0.218, -0.610, -0.190], [-0.123, 0.515, 0.013], [0.376, 0.201, -0.014], [0.060, 0.062, -0.126], [0.130, 0.167, 0.029], [-0.071, 0.065, 0.030], [0.082, 0.141, 0.028], [-0.044, 0.025, 0.200], [-0.023, -0.077, 0.154], [-0.080, -0.066, -0.067], [0.067, -0.231, 0.095], [-0.048, -0.027, -0.182], [-0.150, -0.157, 0.055], [-0.141, -0.212, -0.239]],
  "lowdin_charge": [-0.153, -0.729, 0.677, -0.405, 0.927, 0.558, -0.311, -0.239, -0.204, 0.112, 0.102, 0.107, 0.099, 0.124, 0.129, 0.065, 0.111, 0.109, -0.072, -0.459, -0.197, -0.190, -0.103, 0.036, 0.068, 0.073, 0.081, 0.061, 0.115, 0.120, 0.092, 0.074, 0.092, 0.058, 0.078, -0.083, -0.427, -0.195, -0.189, -0.114, 0.036, 0.062, 0.080, 0.060, 0.136, 0.123, 0.115, 0.081, 0.072, 0.088, 0.076, 0.072],
  "orbital_gap_ev": 5.5,
  "e_tot_ha": -4236.59135,
  "multiplicity": 1,
  "e_lumo_ev": -5.285,
  "homo_energy_ev": -10.822,
  "de_lowest_kcal_mol": 62.0,
  "charge": 1
}